Record 1
The following is a quantum chemistry calculation of a single C9H10P2 molecule at a distorted geometry, from the Open Molecules 2025 dataset.

```
21
Properties=species:S:1:pos:R:3:forces:R:3
P -0.15226 0.45124 0.25112 0.96 0.74 -0.08
P -1.06021 -1.75490 -0.20992 0.67 -0.95 0.86
C -0.81364 0.56019 1.94201 -0.08 -0.22 -0.29
C -0.99608 -1.85080 -1.94293 -0.11 -0.29 -0.18
C 1.62881 -1.39345 1.06146 0.24 -0.20 0.47
C -2.03635 1.23638 -1.85873 0.89 -0.08 0.66
C -1.20014 0.95490 -1.03265 -0.74 0.59 -0.42
C 1.03926 1.89228 0.27217 -0.30 -0.34 -0.07
C 0.79475 -1.05684 -0.03967 -1.06 0.51 -0.35
C 2.31585 -1.59704 2.02607 -0.36 0.10 -0.54
C -1.03001 -2.06436 -3.12956 0.06 0.24 0.09
H 0.51040 2.82885 0.45496 -0.03 -0.02 0.03
H 1.50788 1.95358 -0.71226 -0.02 -0.02 0.04
H -2.76389 1.40906 -2.59713 -0.36 0.15 -0.39
H 1.81598 1.75788 1.02437 -0.01 -0.07 0.05
H 1.30625 -1.06777 -1.00276 -0.17 0.04 0.08
H -1.56838 -0.20351 2.11590 0.05 0.08 0.02
H 0.02933 0.41640 2.62036 -0.01 0.04 -0.03
H 2.94053 -1.80292 2.84143 0.35 -0.15 0.51
H -1.02832 -2.22406 -4.17094 -0.04 -0.08 -0.39
H -1.23979 1.55490 2.08671 0.07 -0.07 -0.07
```
Positions in Å, forces in eV/Å.

As for the relative energy (zero: lowest compared OMol25 entry of this formula, charge and spin): 81.6 kcal/mol. The HOMO energy comes out at -6.70 eV. The LUMO energy is 0.766 eV. The structure (SMILES) is C#C[C@H]1P(C#C)P1(C)(C)C#C. As for the multiplicity: 1. The energy comes out at -1031.38302 hartree.

Record 2
The following is a quantum chemistry calculation of a molecular structure, C12H12BrCl2F7MgN2NaO6S at a distorted geometry, from the Open Molecules 2025 dataset.

```
45
Properties=species:S:1:pos:R:3:forces:R:3
Br 0.51957 0.26326 -1.06455 4.39 0.00 0.55
Cl -0.97477 -0.70871 -5.74148 1.44 1.96 -1.84
Cl 3.27201 4.96029 3.24754 1.46 0.63 0.06
S -1.89650 -1.03704 -1.45631 0.09 0.42 1.10
Mg -0.42937 0.62811 -7.43209 0.26 0.10 0.17
Na -4.42953 -1.88345 -5.84032 -1.27 0.01 -0.53
F -1.31063 2.79140 2.41329 -0.03 0.07 0.22
F 0.76781 -0.55846 4.83547 -0.17 -0.13 0.13
F 3.39012 -1.81690 -1.70149 -0.06 -0.03 -0.02
F -0.20368 1.94254 4.68921 0.10 0.01 0.22
F 2.12211 0.94324 4.11657 0.13 0.39 -0.50
F -1.31668 0.43767 3.63376 -0.01 -0.38 -0.55
F -0.10932 1.42356 1.24705 0.03 -0.36 0.45
O 1.78394 3.17254 1.47814 -0.89 -0.80 0.88
O 1.10123 4.03685 3.42142 -2.53 -1.67 -1.08
O -3.26720 -1.55904 -2.15285 -0.63 -0.14 -0.09
O -1.80079 0.37316 -1.72275 -2.58 -0.79 -1.25
O -0.88705 -1.99265 -1.78883 -0.77 -0.49 -0.68
O 0.77204 -1.86727 2.63748 -0.01 0.64 0.02
N 4.15703 0.57768 0.53915 0.81 0.99 0.02
N 4.23785 -0.11677 -0.60940 -0.50 -0.31 0.99
C -0.18418 1.14109 3.60172 0.50 0.41 0.27
C 3.35295 -1.04848 -0.62569 0.06 -0.86 -1.17
C -0.13913 2.08182 2.38902 -0.59 1.06 0.35
C 2.34864 -1.37173 0.32239 -1.14 1.93 0.73
C 1.37213 -0.81659 2.60812 -0.27 -0.72 -0.55
C 2.34255 -0.57926 1.50885 0.88 -0.47 -0.58
C -3.38316 -1.24866 -3.52034 0.37 -0.03 -0.40
C 1.04871 0.20193 3.76494 -0.04 -0.87 0.36
C -2.53351 -2.18719 -4.37492 -1.32 -1.43 0.74
C 3.33274 0.39332 1.54008 -0.99 -0.01 0.90
C 1.00509 3.13478 2.39427 1.90 1.19 -0.79
C -2.36882 -1.27054 0.22229 -0.35 -0.13 -0.01
H -3.19630 -0.60347 0.45217 0.02 0.01 -0.03
H -2.71611 -2.02436 -5.44874 1.14 -0.44 0.84
H -2.65385 -2.31055 0.36528 0.03 0.00 -0.02
H -1.50460 -1.02877 0.83487 0.11 0.04 -0.13
H -3.12838 -0.19856 -3.69818 0.09 -0.01 0.04
H -2.74887 -3.23521 -4.12583 -0.19 0.11 0.08
H 4.84544 1.31334 0.62839 0.00 0.01 -0.15
H 0.17469 4.18013 3.69899 0.29 0.19 0.62
H 1.67061 -2.19303 0.14336 0.15 -0.07 0.07
H -4.43751 -1.37516 -3.78495 -0.38 0.10 0.58
H 3.42851 1.03159 2.40986 0.30 0.19 -0.33
H -1.49188 -2.03439 -4.18956 0.13 -0.33 0.31
```
Positions in Å, forces in eV/Å.

As for the net charge: +1. The HOMO energy comes out at -8.25 eV. The LUMO energy is -7.075 eV. As for the multiplicity: 1. The energy comes out at -5978.93291 hartree.

Record 3
The following is a quantum chemistry calculation of a single C3H5N3 molecule at a distorted geometry, from the Open Molecules 2025 dataset.

```
11
Properties=species:S:1:pos:R:3:forces:R:3
N -0.02648 -0.20852 0.06544 -0.30 0.65 -0.46
N -1.26490 1.50336 -1.49623 1.30 -1.01 1.31
N 0.03695 1.98347 -0.82828 -1.66 -0.45 -0.92
C 0.66840 -1.16833 0.95670 -0.15 0.00 -0.09
C 0.48878 0.97798 -0.09505 -0.06 0.40 -0.22
C -1.64504 0.38591 -1.27201 1.61 0.18 0.99
H -2.24237 -0.50665 -1.29823 -0.07 0.33 -0.18
H 0.66690 -0.85052 2.01207 -0.16 0.07 -0.35
H 0.18210 -2.14764 0.92118 -0.04 0.25 -0.12
H 1.41406 1.35869 0.36132 -0.14 -0.57 0.15
H 1.72160 -1.32775 0.67311 -0.34 0.16 -0.11
```
Positions in Å, forces in eV/Å.

As for the relative energy (zero: lowest compared OMol25 entry of this formula, charge and spin): 95.2 kcal/mol. The HOMO energy comes out at -8.75 eV. The LUMO energy is 0.273 eV. As for the multiplicity: 1. The energy comes out at -281.43840 hartree.